{"formula": "C29H38N3O6S", "method": "ωB97M-V with the def2-TZVPD basis set", "species": ["C", "N", "C", "S", "N", "C", "C", "O", "C", "C", "C", "C", "C", "C", "N", "C", "C", "C", "C", "C", "C", "C", "C", "C", "O", "H", "H", "H", "H", "H", "H", "H", "H", "H", "H", "H", "H", "H", "H", "H", "H", "H", "H", "H", "H", "H", "C", "C", "O", "C", "C", "C", "C", "C", "C", "O", "O", "C", "C", "O", "H", "H", "H", "H", "H", "H", "H", "H", "H", "H", "H", "H", "H", "H", "H", "H", "H"], "positions_angstrom": [[2.1250, 4.3348, 1.3322], [2.4153, 3.0323, 0.7337], [3.7477, 2.6676, 0.6578], [5.0199, 3.6964, 0.9937], [3.8945, 1.3490, 0.2694], [5.2582, 0.9468, -0.0634], [2.8598, 0.8600, -0.5903], [3.0598, 0.5488, -1.7513], [1.5604, 0.8780, 0.0863], [0.4482, 0.1521, -0.2642], [-0.8652, 0.7804, -0.1013], [-1.0770, 2.0907, -0.5898], [-2.2289, 2.8047, -0.3216], [-3.2854, 2.1831, 0.4020], [-4.4528, 2.8619, 0.6109], [-4.7428, 4.0761, -0.1238], [-3.5240, 4.9734, -0.2410], [-2.3402, 4.2065, -0.8236], [-5.6364, 2.1799, 1.0860], [-5.2909, 1.1444, 2.1375], [-4.2335, 0.1739, 1.6064], [-3.1206, 0.8450, 0.8634], [-1.9332, 0.1701, 0.5899], [1.5398, 1.9617, 1.0967], [0.8913, 1.9738, 2.1332], [1.0562, 4.5373, 1.2220], [2.4132, 4.3557, 2.3904], [2.7162, 5.0776, 0.7936], [5.2737, -0.1310, -0.2354], [5.6239, 1.4902, -0.9440], [5.8804, 1.2173, 0.7926], [0.5715, -0.7908, -0.7799], [-0.2969, 2.5616, -1.1936], [-5.1055, 3.8235, -1.1374], [-5.5569, 4.5886, 0.4012], [-3.7704, 5.8237, -0.8823], [-3.2554, 5.3683, 0.7454], [-1.4120, 4.7516, -0.6066], [-2.4243, 4.1826, -1.9212], [-6.3134, 2.9435, 1.4867], [-6.1561, 1.6895, 0.2423], [-4.9183, 1.6408, 3.0406], [-6.2022, 0.6052, 2.4097], [-3.8267, -0.4113, 2.4396], [-4.7310, -0.5465, 0.9371], [-1.7681, -0.8437, 0.9634], [2.1381, -2.2683, -4.6388], [0.9408, -2.6956, -3.8448], [1.3156, -2.5546, -2.4640], [0.2930, -2.9138, -1.6692], [0.5207, -2.8056, -0.2241], [-0.2698, -3.7781, 0.6234], [0.3287, -5.1828, 0.4467], [-1.7578, -3.8201, 0.2857], [1.9041, -2.5374, 0.1972], [2.7702, -1.9347, -0.4261], [2.1442, -3.0318, 1.4354], [3.4633, -2.7591, 1.9910], [4.5612, -3.5489, 1.3341], [-0.7578, -3.3134, -2.1943], [2.0212, -2.5996, -5.6731], [2.2225, -1.1769, -4.6385], [3.0644, -2.6901, -4.2356], [0.0733, -2.0497, -4.0429], [0.6713, -3.7397, -4.0622], [-0.1552, -3.4431, 1.6634], [1.3648, -5.1842, 0.8001], [-0.2467, -5.9296, 1.0045], [0.3084, -5.4434, -0.6202], [-2.2549, -2.9068, 0.6256], [-1.8614, -3.8976, -0.8035], [-2.2284, -4.6825, 0.7735], [3.6509, -1.6839, 1.8980], [3.3555, -3.0292, 3.0438], [5.4970, -3.3948, 1.8741], [4.3360, -4.6196, 1.3439], [4.7001, -3.2102, 0.3041]], "forces_ev_per_angstrom": [[0.0069, 0.0147, 0.0003], [0.4018, 0.6956, 1.0490], [-0.2114, -0.3757, -0.1497], [-0.4391, -0.2352, -0.0801], [1.1842, 0.7978, -0.5239], [0.1380, -0.1453, 0.0399], [-0.3280, -1.3144, -1.5880], [0.1580, 0.4527, 1.5952], [-0.9060, -0.0001, 0.0544], [1.1905, 1.4677, -0.3540], [-1.1237, 0.0966, 0.5969], [0.4828, -0.6729, 0.4903], [-0.4483, -0.8543, 0.4265], [1.2887, -0.7583, -0.5561], [-0.9415, 0.9010, 0.6665], [0.1515, -0.1835, -0.1966], [0.0893, 0.0274, 0.1228], [-0.0343, 0.5138, -0.5277], [0.1061, -0.1478, -0.1630], [0.1499, -0.0002, 0.0875], [-0.4934, -0.5119, 0.1465], [0.4225, 0.7188, -0.5757], [0.5105, 0.2779, -0.1173], [-1.3506, -0.6011, 0.7412], [0.6801, 0.4714, -1.3949], [0.1701, -0.1069, 0.0658], [-0.1448, 0.0544, -0.1967], [-0.1871, -0.0680, 0.1304], [-0.1012, 0.1544, -0.0426], [-0.0443, -0.2090, 0.1471], [-0.0128, -0.1987, -0.2277], [-0.0810, 0.3440, -0.2576], [-0.0898, -0.0928, 0.2451], [-0.0237, 0.0770, 0.0515], [0.1127, -0.0102, -0.1300], [0.0304, 0.0167, 0.0946], [-0.1114, -0.0962, -0.0501], [-0.1365, -0.1059, -0.0562], [-0.0130, 0.0418, 0.1661], [0.0354, -0.1708, -0.0071], [-0.0212, 0.0103, 0.0831], [-0.0320, 0.0424, -0.1287], [0.0971, -0.0124, 0.0535], [-0.0299, 0.0339, -0.1600], [0.1441, 0.0942, 0.1260], [-0.1699, 0.2933, -0.0560], [0.2930, 0.3615, -0.4359], [0.3091, 0.0953, 0.1224], [-0.3819, 0.0027, -0.9121], [-0.7272, -0.2444, 1.5080], [1.4086, -0.4597, -1.0238], [-0.0931, 0.0373, 0.1267], [-0.0033, 0.0492, 0.1731], [-0.1918, -0.0817, 0.0173], [-1.5511, -0.1475, -1.1377], [0.1901, 0.1753, 0.5438], [1.1940, -0.0464, 1.1332], [-1.0224, 0.2604, -0.2280], [0.2162, -0.1645, -0.3199], [0.6374, 0.2325, -0.1319], [0.0703, 0.0415, -0.0592], [0.1607, -0.1480, 0.0566], [-0.1846, 0.0261, -0.0284], [0.1702, -0.3492, -0.0660], [-0.0314, 0.3286, 0.1530], [-0.0292, -0.3451, -0.0776], [-0.1782, -0.1533, -0.1171], [0.0739, -0.0818, -0.0109], [-0.0207, -0.0348, 0.2046], [-0.0970, -0.0579, -0.0639], [-0.2956, -0.0637, 0.6472], [-0.0327, 0.1326, 0.0683], [0.0350, -0.1200, 0.0925], [0.0276, 0.0949, -0.0576], [0.0498, -0.0021, 0.0771], [-0.0030, 0.0964, -0.0368], [-0.0685, -0.1604, 0.1427]], "mulliken_charge": [-1.07, 0.33, 0.09, -0.34, 0.36, -1.22, 0.03, -0.67, 0.45, -0.05, -0.62, -0.92, 0.58, 0.38, 0.05, -0.68, -0.89, -0.70, -0.67, -0.92, -0.54, 0.44, -0.82, -0.19, -0.64, 0.25, 0.35, 0.46, 0.26, 0.38, 0.49, 0.54, 0.61, 0.30, 0.40, 0.38, 0.31, 0.30, 0.36, 0.40, 0.29, 0.31, 0.38, 0.39, 0.29, 0.35, -1.16, -0.27, -0.05, 0.57, 0.30, -0.06, -1.39, -1.15, 0.80, -0.67, -0.38, -0.12, -1.15, -0.79, 0.40, 0.24, 0.26, 0.29, 0.26, 0.33, 0.25, 0.44, 0.24, 0.13, 0.22, 0.45, 0.10, 0.36, 0.41, 0.32, 0.24], "homo_ev": -3.7813, "gap_ev": 6.089, "e_lumo_ev": 2.3074, "charge": -1}